Entry 1:
C43H62AsCrO4P2S2Si as an isolated structure in a non-equilibrium geometry, computed with ωB97M-V with the def2-TZVPD basis set.

```
! RIJCOSX wB97M-V def2-TZVPD def2/J DEFGRID3
* xyz -1 5
Cr -0.345 1.074 -0.699
S -0.828 3.527 -0.219
P -0.325 2.525 1.477
C 0.667 1.166 1.253
P 2.200 1.530 0.569
S 2.332 1.814 -1.423
C 3.288 0.102 0.963
C 2.754 -1.056 1.514
C 3.576 -2.157 1.756
C 4.927 -2.103 1.452
C 5.466 -0.944 0.900
C 4.649 0.149 0.654
C 3.053 2.923 1.400
C 3.620 2.760 2.663
C 4.168 3.846 3.335
C 4.145 5.107 2.752
C 3.578 5.276 1.496
C 3.034 4.189 0.821
C -1.908 1.973 2.222
C -2.087 0.666 2.652
C -3.291 0.296 3.251
C -4.306 1.221 3.426
C -4.129 2.532 2.994
C -2.938 2.901 2.393
C 0.211 3.740 2.748
C 0.147 5.111 2.553
C 0.520 5.982 3.572
C 0.959 5.482 4.789
C 1.031 4.106 4.987
C 0.663 3.238 3.969
H 1.693 -1.079 1.746
H 3.155 -3.060 2.178
H 5.561 -2.962 1.641
H 6.522 -0.898 0.659
H 5.058 1.047 0.205
H 3.621 1.779 3.123
H 4.604 3.710 4.318
H 4.566 5.956 3.279
H 3.551 6.261 1.043
H 2.586 4.308 -0.158
H -1.296 -0.058 2.486
H -3.436 -0.726 3.569
H -5.238 0.923 3.891
H -4.923 3.260 3.120
H -2.798 3.916 2.039
H -0.185 5.489 1.591
H 0.475 7.054 3.411
H 1.254 6.161 5.580
H 1.385 3.712 5.932
H 0.728 2.163 4.101
C -3.729 -1.948 0.195
C -3.270 -2.674 -1.066
C -3.319 -1.727 -2.258
C -4.141 -3.893 -1.328
O -1.949 -3.167 -0.910
Si -0.616 -2.408 -0.273
O -0.442 -0.906 -0.721
O 0.604 -3.429 -0.722
C 1.334 -3.541 -1.943
C 2.288 -4.710 -1.740
C 0.366 -3.859 -3.082
C 2.128 -2.267 -2.228
O -0.677 -2.580 1.369
C -0.436 -3.734 2.161
C -1.088 -4.962 1.533
C -1.044 -3.464 3.529
C 1.068 -3.941 2.297
H -4.755 -1.585 0.082
H -3.084 -1.090 0.400
H -3.684 -2.619 1.059
H -4.338 -1.364 -2.422
H -2.977 -2.243 -3.161
H -2.661 -0.881 -2.067
H -5.174 -3.594 -1.527
H -4.127 -4.558 -0.460
H -3.758 -4.443 -2.190
H 1.727 -5.625 -1.522
H 2.955 -4.499 -0.901
H 2.894 -4.870 -2.637
H -0.165 -4.790 -2.869
H 0.904 -3.959 -4.029
H -0.384 -3.071 -3.184
H 2.952 -2.167 -1.519
H 1.502 -1.381 -2.125
H 2.543 -2.298 -3.240
H -2.169 -4.820 1.458
H -0.889 -5.849 2.142
H -0.696 -5.131 0.527
H -2.131 -3.419 3.459
H -0.677 -2.510 3.914
H -0.775 -4.257 4.233
H 1.530 -3.978 1.305
H 1.272 -4.877 2.824
H 1.508 -3.117 2.864
C -3.268 2.842 -3.606
C -2.665 1.485 -3.972
As -0.894 1.256 -3.162
C -0.176 -0.298 -4.117
C -0.897 -0.754 -5.378
C 0.012 2.735 -4.065
C -0.042 2.705 -5.588
H -4.302 2.916 -3.950
H -2.709 3.662 -4.062
H -3.259 3.004 -2.526
H -2.573 1.365 -5.049
H -3.295 0.677 -3.604
H -0.174 -1.085 -3.367
H 0.871 -0.062 -4.315
H -1.913 -1.085 -5.158
H -0.364 -1.599 -5.823
H -0.960 0.032 -6.133
H 1.039 2.709 -3.703
H -0.423 3.653 -3.668
H 0.455 1.818 -5.986
H 0.469 3.579 -6.000
H -1.066 2.714 -5.970
*
```

Its expectation value of S² is 6.027. The calculation puts the largest force on an atom at 1.09 eV Å⁻¹. For the HOMO-LUMO gap (alpha / beta), the calculation gives 6.703 / 7.161 eV. As for the total energy: -191183.8857 eV.

---

Entry 2:
A 10-piece molecular cluster, C43H62B5F20N8O2 overall in a non-equilibrium geometry, computed with ωB97M-V with the def2-TZVPD basis set.

```
! RIJCOSX wB97M-V def2-TZVPD def2/J DEFGRID3
* xyz 3 1
C -0.085 -0.284 0.333
C -1.341 0.572 0.203
O -2.357 0.387 0.890
N -1.321 1.645 -0.872
H -1.493 2.504 -0.369
H -0.523 1.765 -1.479
C -2.459 1.350 -1.870
H -0.185 -1.326 0.029
H -0.003 -0.451 1.407
H 0.811 0.190 -0.067
H -2.278 0.397 -2.366
H -2.557 2.098 -2.657
H -3.319 1.497 -1.217
C 1.428 -3.001 3.447
N 2.141 -2.557 4.652
C 3.282 -1.824 4.489
C 4.050 -1.535 5.608
C 3.690 -1.927 6.873
C 2.475 -2.676 7.042
C 1.739 -3.039 5.861
C 4.467 -1.463 8.118
C 5.876 -1.451 7.988
C 6.632 -0.911 9.080
N 6.002 -0.561 10.170
C 4.668 -0.756 10.370
C 3.824 -1.167 9.319
C 6.737 0.307 11.061
H 1.903 -3.903 3.060
H 1.627 -2.401 2.559
H 0.382 -3.029 3.752
H 3.503 -1.452 3.499
H 4.879 -0.849 5.508
H 2.059 -3.002 7.984
H 0.856 -3.660 5.819
H 6.403 -1.600 7.057
H 7.693 -0.707 9.077
H 4.235 -0.278 11.236
H 2.746 -1.233 9.306
H 6.039 0.954 11.593
H 7.463 0.948 10.561
H 7.421 -0.277 11.677
C -3.240 -2.834 3.216
N -3.236 -3.599 1.984
C -3.018 -4.926 2.105
C -3.165 -5.829 1.003
C -3.618 -5.334 -0.267
C -3.886 -3.922 -0.278
C -3.663 -3.108 0.807
C -3.961 -6.130 -1.400
C -2.945 -6.972 -1.978
C -3.141 -7.660 -3.156
N -4.368 -7.527 -3.740
C -5.338 -6.815 -3.239
C -5.179 -6.119 -1.988
C -4.572 -8.271 -4.988
H -3.370 -3.534 4.041
H -4.191 -2.303 3.237
H -2.289 -2.301 3.186
H -2.765 -5.321 3.078
H -2.959 -6.884 1.108
H -4.360 -3.506 -1.154
H -3.746 -2.039 0.937
H -1.962 -6.890 -1.538
H -2.480 -8.327 -3.690
H -6.294 -6.990 -3.709
H -6.069 -5.775 -1.481
H -5.605 -8.089 -5.283
H -4.573 -9.353 -4.853
H -3.878 -7.918 -5.751
C 0.588 6.109 -3.642
N 1.416 5.840 -2.457
C 1.073 4.863 -1.569
C 1.932 4.584 -0.511
C 3.174 5.172 -0.416
C 3.449 6.198 -1.263
C 2.603 6.528 -2.338
C 4.203 4.629 0.518
C 4.612 3.296 0.442
C 5.719 2.750 1.197
N 6.485 3.642 1.879
C 6.209 4.999 1.874
C 5.094 5.470 1.170
C 7.761 3.108 2.428
H -0.210 6.775 -3.314
H 0.202 5.194 -4.092
H 1.219 6.677 -4.326
H 0.070 4.470 -1.647
H 1.483 3.942 0.232
H 4.373 6.756 -1.214
H 2.681 7.381 -2.996
H 4.090 2.655 -0.254
H 6.097 1.760 0.990
H 6.915 5.636 2.386
H 4.932 6.537 1.142
H 7.410 2.238 2.983
H 8.376 3.775 3.033
H 8.437 2.840 1.616
C -4.003 3.811 -9.794
C -3.856 2.576 -8.997
C -4.611 2.823 -7.693
O -4.447 1.695 -6.763
C -3.118 1.647 -6.243
N -4.292 1.304 -9.678
H -3.647 0.626 -9.299
H -5.205 1.083 -9.305
H -4.263 1.057 -10.657
H -3.290 3.691 -10.609
H -3.666 4.703 -9.266
H -4.998 3.966 -10.209
H -2.816 2.412 -8.712
H -5.641 3.080 -7.940
H -4.267 3.716 -7.172
H -2.432 1.084 -6.877
H -3.182 1.374 -5.190
H -2.717 2.649 -6.093
B 0.097 -4.106 -0.463
F 1.305 -4.099 0.226
F -0.833 -3.811 0.501
F 0.101 -3.228 -1.513
F -0.265 -5.345 -1.025
B 0.768 1.836 -3.580
F 1.897 2.615 -3.799
F 0.429 0.981 -4.603
F 0.939 1.146 -2.375
F -0.366 2.561 -3.305
B -2.278 4.703 -0.062
F -1.029 4.210 0.245
F -2.336 6.024 -0.003
F -2.622 4.457 -1.390
F -3.195 4.136 0.707
B -6.701 -0.795 -1.432
F -5.453 -0.302 -1.672
F -7.671 -0.004 -0.762
F -7.269 -1.448 -2.507
F -6.466 -1.821 -0.549
B 2.340 1.204 2.207
F 2.615 -0.015 1.724
F 2.099 2.029 1.154
F 1.270 1.196 3.046
F 3.441 1.737 2.939
*
```

The calculation puts the largest force on an atom at 5.14 eV Å⁻¹. For the HOMO-LUMO gap, the calculation gives 5.048 eV. As for the total energy: -119345.8991 eV.